No. 1
43
Properties=species:S:1:pos:R:3 method="wB97M-V/def2-TZVPD" charge=0 multiplicity=2 homo_lumo_gap_ev="10.379 / 3.314" fmax_ev_per_a=1.88 e_homo_ev="-9.920 / -9.727" s_squared=0.76 molar_mass_da=259.75
Cl 0.67 -0.49 -0.09
C -1.37 -0.87 3.58
O -0.39 -1.60 2.89
H -1.62 -1.34 4.53
H -1.01 0.14 3.80
H -2.24 -0.75 2.93
H -0.22 -1.16 2.06
C -0.23 3.07 1.81
O 0.75 2.79 0.86
H -0.21 2.37 2.64
H -0.20 4.10 2.17
H -1.23 2.99 1.39
H 0.68 1.85 0.68
C 0.87 -4.39 -1.15
O 1.86 -3.38 -0.91
H 0.83 -4.99 -0.24
H -0.07 -3.91 -1.41
H 1.02 -5.05 -2.00
H 1.39 -2.62 -0.54
C -2.79 0.99 -0.22
O -1.91 1.40 -1.23
H -3.19 0.05 -0.61
H -2.22 0.84 0.70
H -3.68 1.60 -0.06
H -1.07 0.98 -1.08
C 1.57 2.46 -2.73
O 2.18 1.18 -2.52
H 1.59 3.09 -1.84
H 2.15 2.91 -3.54
H 0.54 2.42 -3.06
H 1.59 0.76 -1.89
C -1.66 -1.25 -3.75
O -0.44 -0.91 -3.14
H -1.96 -2.27 -3.51
H -2.48 -0.59 -3.48
H -1.59 -1.14 -4.83
H -0.55 -0.80 -2.19
C 2.45 0.41 2.98
O 2.98 -0.40 1.96
H 1.58 0.05 3.52
H 3.29 0.61 3.65
H 2.13 1.34 2.50
H 2.24 -0.47 1.35

No. 2
58
Properties=species:S:1:pos:R:3 method="wB97M-V/def2-TZVPD" charge=+1 multiplicity=1 homo_lumo_gap_ev=8.844 fmax_ev_per_a=3.04 e_homo_ev=-11.271 molar_mass_da=504.78
Zn -30.05 -12.41 18.68
F -29.48 -13.72 20.05
C -25.88 -14.47 20.58
O -24.71 -14.80 20.76
N -26.33 -13.20 20.79
N -26.85 -15.30 20.10
H -27.33 -13.10 20.83
H -25.68 -12.50 21.10
H -26.69 -16.29 20.05
H -27.77 -14.91 19.99
C -29.66 -13.94 24.16
O -30.85 -13.61 24.24
N -28.87 -13.90 23.06
N -29.03 -14.61 25.18
H -29.29 -13.69 22.15
H -28.14 -14.58 23.08
H -28.16 -15.04 24.97
H -29.50 -14.76 26.06
C -32.09 -14.56 17.44
O -31.20 -13.73 17.72
N -33.02 -14.26 16.50
N -32.11 -15.78 17.97
H -33.02 -13.42 15.95
H -33.70 -14.93 16.21
H -31.42 -16.06 18.65
H -32.66 -16.52 17.56
C -27.93 -10.46 20.14
O -28.91 -10.91 19.53
N -27.00 -9.65 19.61
N -27.81 -10.73 21.46
H -27.33 -9.04 18.88
H -26.28 -9.25 20.19
H -26.95 -10.53 21.95
H -28.61 -11.08 21.96
C -27.83 -13.75 16.75
O -28.49 -13.09 17.57
N -27.53 -15.04 16.95
N -27.21 -13.20 15.67
H -26.85 -15.47 16.35
H -28.08 -15.59 17.59
H -26.94 -13.82 14.94
H -27.46 -12.25 15.44
C -30.27 -16.80 21.72
O -29.13 -17.21 21.85
N -31.23 -16.84 22.73
N -30.81 -16.04 20.72
H -30.74 -17.10 23.58
H -32.14 -16.45 22.67
H -30.22 -15.34 20.29
H -31.79 -15.84 20.75
C -31.90 -11.05 20.64
O -31.73 -11.97 19.81
N -32.77 -10.06 20.36
N -31.24 -10.92 21.82
H -33.01 -9.40 21.08
H -33.39 -10.19 19.58
H -31.27 -9.99 22.20
H -31.00 -11.73 22.38

No. 3
69
Properties=species:S:1:pos:R:3 method="wB97M-V/def2-TZVPD" charge=+1 multiplicity=1 homo_lumo_gap_ev=8.065 fmax_ev_per_a=9.60 e_homo_ev=-10.208 molar_mass_da=784.89
Hf 22.49 21.08 34.06
N 19.14 20.34 32.62
O 20.35 20.34 33.00
O 18.86 21.38 32.02
O 18.44 19.45 32.91
N 22.69 21.01 30.62
O 22.75 20.01 29.86
O 22.81 20.81 31.77
O 22.49 22.10 30.12
N 23.03 20.44 37.52
O 22.71 19.39 37.88
O 23.09 20.59 36.31
O 23.16 21.42 38.30
C 20.94 24.01 32.72
O 21.33 22.98 33.29
N 20.45 25.04 33.29
N 21.35 24.29 31.59
H 20.41 25.08 34.30
H 20.19 25.74 32.61
H 21.80 23.69 30.91
H 21.08 25.23 31.32
C 23.48 23.94 35.93
O 23.01 23.07 35.26
N 24.21 23.71 37.01
N 23.51 25.18 35.62
H 24.17 22.78 37.40
H 24.78 24.40 37.49
H 23.10 25.57 34.79
H 23.78 25.82 36.35
C 19.75 22.04 36.26
O 20.70 21.68 35.54
N 18.58 21.44 36.35
N 19.61 23.18 36.85
H 18.61 20.45 36.16
H 17.73 21.83 36.73
H 18.75 23.60 37.19
H 20.41 23.76 36.65
C 26.02 20.27 34.30
O 24.92 20.83 34.20
N 27.11 20.81 33.91
N 26.25 19.17 34.82
H 27.32 21.79 33.82
H 27.91 20.20 34.02
H 25.43 18.72 35.21
H 27.06 18.59 35.02
C 23.59 17.86 33.04
O 23.33 18.92 33.53
N 23.66 17.61 31.79
N 23.95 16.76 33.67
H 23.89 16.66 31.54
H 23.18 18.19 31.11
H 24.10 16.76 34.67
H 24.27 15.96 33.14
C 20.78 18.04 35.46
O 21.31 19.06 35.12
N 20.25 17.15 34.68
N 20.76 17.75 36.70
H 20.09 17.27 33.69
H 19.79 16.42 35.22
H 20.38 16.92 37.12
H 21.20 18.43 37.31
C 24.67 23.56 32.16
O 23.95 22.93 32.92
N 25.84 23.96 32.59
N 24.38 23.93 30.90
H 26.48 24.45 31.97
H 26.11 23.91 33.56
H 23.51 23.56 30.54
H 24.91 24.58 30.34

No. 4
48
Properties=species:S:1:pos:R:3 method="wB97M-V/def2-TZVPD" smiles="NC(N)=O.NC(N)=O.NC(N)=O.CO.CO.CO.CO" charge=0 multiplicity=1 homo_lumo_gap_ev=9.438 fmax_ev_per_a=9.50 e_homo_ev=-9.259 molar_mass_da=308.34
C -1.70 8.64 1.18
O -1.78 7.78 0.09
H -1.78 9.70 0.92
H -2.28 8.35 2.05
H -0.76 8.52 1.73
H -2.59 7.97 -0.39
C 3.52 -5.21 -3.31
O 4.82 -5.59 -3.65
H 3.07 -6.01 -2.72
H 3.39 -4.32 -2.69
H 2.94 -5.10 -4.22
H 5.13 -4.82 -4.12
C -2.78 -3.40 -3.51
O -1.59 -2.62 -3.59
H -3.49 -2.80 -2.94
H -3.20 -3.78 -4.45
H -2.75 -4.30 -2.90
H -1.68 -1.81 -4.09
C -0.27 1.29 8.40
O -1.24 1.93 7.63
H 0.36 2.08 8.81
H -0.62 0.70 9.24
H 0.40 0.63 7.86
H -1.47 2.65 8.21
C -0.47 3.16 -6.33
O -1.27 2.30 -6.06
N -0.15 4.13 -5.54
N 0.08 3.21 -7.48
H 0.56 4.80 -5.80
H -0.59 4.12 -4.63
H 0.64 4.02 -7.72
H -0.09 2.44 -8.11
C 0.96 -6.73 3.11
O 1.20 -7.90 2.97
N 0.44 -6.25 4.22
N 1.13 -5.83 2.27
H 0.10 -6.71 5.05
H 0.38 -5.25 4.11
H 0.80 -4.89 2.46
H 1.29 -5.96 1.28
C 0.19 0.87 1.76
O 0.04 -0.25 2.19
N 0.25 1.87 2.54
N 0.19 1.23 0.47
H 0.36 2.84 2.28
H -0.17 1.67 3.43
H 0.00 0.48 -0.18
H 0.51 2.14 0.17

Please write out number 2 again, unchanged.
58
Properties=species:S:1:pos:R:3 method="wB97M-V/def2-TZVPD" charge=+1 multiplicity=1 homo_lumo_gap_ev=8.844 fmax_ev_per_a=3.04 e_homo_ev=-11.271 molar_mass_da=504.78
Zn -30.05 -12.41 18.68
F -29.48 -13.72 20.05
C -25.88 -14.47 20.58
O -24.71 -14.80 20.76
N -26.33 -13.20 20.79
N -26.85 -15.30 20.10
H -27.33 -13.10 20.83
H -25.68 -12.50 21.10
H -26.69 -16.29 20.05
H -27.77 -14.91 19.99
C -29.66 -13.94 24.16
O -30.85 -13.61 24.24
N -28.87 -13.90 23.06
N -29.03 -14.61 25.18
H -29.29 -13.69 22.15
H -28.14 -14.58 23.08
H -28.16 -15.04 24.97
H -29.50 -14.76 26.06
C -32.09 -14.56 17.44
O -31.20 -13.73 17.72
N -33.02 -14.26 16.50
N -32.11 -15.78 17.97
H -33.02 -13.42 15.95
H -33.70 -14.93 16.21
H -31.42 -16.06 18.65
H -32.66 -16.52 17.56
C -27.93 -10.46 20.14
O -28.91 -10.91 19.53
N -27.00 -9.65 19.61
N -27.81 -10.73 21.46
H -27.33 -9.04 18.88
H -26.28 -9.25 20.19
H -26.95 -10.53 21.95
H -28.61 -11.08 21.96
C -27.83 -13.75 16.75
O -28.49 -13.09 17.57
N -27.53 -15.04 16.95
N -27.21 -13.20 15.67
H -26.85 -15.47 16.35
H -28.08 -15.59 17.59
H -26.94 -13.82 14.94
H -27.46 -12.25 15.44
C -30.27 -16.80 21.72
O -29.13 -17.21 21.85
N -31.23 -16.84 22.73
N -30.81 -16.04 20.72
H -30.74 -17.10 23.58
H -32.14 -16.45 22.67
H -30.22 -15.34 20.29
H -31.79 -15.84 20.75
C -31.90 -11.05 20.64
O -31.73 -11.97 19.81
N -32.77 -10.06 20.36
N -31.24 -10.92 21.82
H -33.01 -9.40 21.08
H -33.39 -10.19 19.58
H -31.27 -9.99 22.20
H -31.00 -11.73 22.38

Q: Which value of multiplicity does entry 1 give?
A: 2